A 3-piece molecular cluster, C16H29FNO9P overall at a distorted geometry. Source: the Open Molecules 2025 dataset; level of theory: ωB97M-V/def2-TZVPD.

Computed properties:
E_LUMO = 0.39 eV
SMILES = CCOCCO[PH](C)(CCF)OC#N.C[C@@H]1COC(=O)O1.C[C@@H]1COC(=O)O1
Kohn-Sham gap = 10.1 eV
Total energy = -1800.16198 Ha
Energy relative to the best compared isomer or geometry (same formula, charge and spin) = 0.0 kcal/mol

Geometry (Å):
H 3.5497 -1.0317 -1.4581
H -0.4737 3.3270 1.9257
O -3.0913 0.7096 -2.3558
H -4.0718 1.9666 0.8864
H 3.8494 3.2740 2.5210
H 2.9015 1.2375 0.3798
H 2.7744 0.9260 2.1849
H -3.4681 -3.8250 -3.7022
C 3.3185 1.4660 1.3839
H 4.3943 1.1768 1.3450
O 0.8548 -4.1565 -2.4504
C 3.7710 -2.9284 0.9158
C 1.6680 -3.5134 -1.8646
H -2.6964 -2.9830 -1.5447
H 1.5570 2.7410 -0.0815
C 3.2558 3.0200 1.6147
H -0.6069 1.0491 3.1314
C -2.5431 -3.4961 -4.1808
H -0.9264 -2.8844 -1.6761
C 2.8052 -1.7415 -1.1005
H 2.9323 -2.5507 1.5047
O -1.9452 -1.0667 -1.5505
C -0.5288 0.5615 2.1337
H -2.7384 2.5399 3.3212
O -3.0492 -0.0638 1.4863
O 1.9264 3.4555 1.8359
P -1.8181 1.1027 0.9051
H 1.4275 4.5079 0.0520
H 2.1391 -1.2352 -0.3960
O 2.0157 -2.2380 -2.1842
N -2.9586 -0.5356 3.8574
H -1.0105 -2.0135 -3.9290
O -0.6382 2.1189 0.1527
H 0.4645 0.8799 1.7489
H 4.2880 -3.3129 -1.1331
C 3.4157 -3.0001 -0.5506
C -3.2266 3.0991 2.5002
O -2.8484 -1.1561 -3.6027
F -2.7173 4.4183 2.5135
C -0.3276 3.3291 0.8252
H -0.4363 -0.5438 2.2334
C 1.2166 3.5578 0.5997
H 4.6309 -2.2771 1.0769
H -2.7922 -3.2565 -5.2155
C -3.0885 2.4515 1.0845
H -3.0236 3.2471 0.3103
H 3.7576 3.5191 0.7542
C -3.0918 -0.2328 2.7739
C -1.9710 -2.2865 -3.4817
C -1.8650 -2.4298 -1.9895
H -0.8241 4.2167 0.3658
H -4.3098 3.2047 2.7239
H 4.0036 -3.9221 1.3012
H -1.8436 0.3808 -0.3215
C -2.6702 -0.3949 -2.4934
H -1.8319 -4.3228 -4.1707
O 2.3678 -3.9521 -0.7829


A 2-piece molecular cluster, C15H18N4O4 overall at a distorted geometry. Source: the Open Molecules 2025 dataset; level of theory: ωB97M-V/def2-TZVPD.

Computed properties:
E_LUMO = -0.21 eV
Kohn-Sham gap = 7.7 eV
Total energy = -1102.04158 Ha
Energy relative to the best compared isomer or geometry (same formula, charge and spin) = 274.8 kcal/mol

Geometry (Å):
C -1.4842 0.3554 -1.5011
N -1.7223 1.9397 1.1903
C 4.3187 1.5675 -0.2176
H -1.5103 -0.0449 3.1420
H -1.6538 2.3542 0.2929
C -2.1091 -0.4609 0.7581
H -2.6176 2.2196 1.8282
O -3.8814 0.6046 -2.3861
H 3.7545 2.9220 -1.6893
O -2.6609 -1.3177 1.4677
H 1.5403 -1.4708 1.9036
H -2.8272 -1.2427 -0.7784
H -0.9300 1.1750 -1.0417
C 2.8816 -0.4779 0.0619
H -4.1677 0.1671 -1.4819
N -0.4994 -2.3958 2.8514
H -0.2792 0.4390 0.3895
O -1.8211 1.8732 -3.4624
C -0.4371 -0.5816 -2.0988
N 2.2242 -1.6551 0.5801
H -0.1966 -0.3021 -3.1510
H -0.1107 0.8967 3.0683
N -2.4220 -0.3747 -0.4672
H 1.8630 1.6573 -2.4533
H -1.0937 -1.6199 -2.1475
C -2.3949 0.9868 -2.5307
C 2.3923 1.2781 -1.7284
C -0.7568 0.3239 2.5605
C -0.0977 -1.0638 2.7324
C 3.9048 0.4490 0.5919
C 2.0449 0.0744 -0.9904
O 1.1052 -0.9138 3.1530
C 0.7475 -0.7556 -1.2119
C 3.5128 1.9474 -1.3574
H 0.1951 -3.1417 3.6063
H 5.1666 2.1350 0.0443
H 4.7286 0.4196 1.3898
C -1.1468 0.5622 1.1472
C 0.9942 -1.8633 -0.3954
H -1.4552 -2.5109 2.8460
H 0.3764 -2.6712 0.0514


C8H15NO as an isolated structure. Source: the Open Molecules 2025 dataset; level of theory: ωB97M-V/def2-TZVPD.

Computed properties:
E_LUMO = 0.71 eV
Kohn-Sham gap = 7.4 eV
Total energy = -443.65783 Ha
Energy relative to the best compared isomer or geometry (same formula, charge and spin) = 115.0 kcal/mol

Geometry (Å):
H -2.2542 0.5452 0.9419
C 0.0177 -1.9615 -0.0070
C 1.9130 0.8004 1.1802
H 2.7050 1.1112 0.4974
H -1.2304 2.3046 1.0193
H -0.8646 -2.5088 -0.3068
H -2.6126 -1.0680 0.6880
C -0.2985 1.9038 1.3954
H 2.1506 -2.0580 -0.1512
H -1.7543 -1.0076 -1.5214
C 0.5641 1.1966 0.6313
H 1.3491 -0.8681 -1.2635
C -1.6453 -0.1765 -0.8468
O 1.2304 0.3207 -1.4996
H -0.0113 -1.5381 0.9881
C 1.2159 -2.1169 -0.7053
C 0.2966 0.8176 -0.7521
H 1.9989 -0.2824 1.2858
H -0.9753 1.0816 -2.4541
C -1.0584 1.0706 -1.3699
N -2.4667 -0.1666 0.2501
H 2.0861 1.2528 2.1563
H -0.0390 2.1851 2.4076
H 1.2362 -2.8197 -1.5339
H -1.5527 1.9822 -1.0299


C21H22BF5N6SeTa as an isolated structure. Source: the Open Molecules 2025 dataset; level of theory: ωB97M-V/def2-TZVPD.

Computed properties:
Charge = +3
E_LUMO = -11.28 eV
Kohn-Sham gap = 6.1 eV
Total energy = -4123.54178 Ha

Geometry (Å):
H 2.8410 0.2738 3.9710
F -6.1178 -2.5640 -2.5089
H -1.7989 1.1139 -3.0471
C 1.8392 4.0130 0.4038
H 1.3313 -2.2917 -3.4199
C 0.8648 3.1124 -0.2656
H 1.9217 3.8075 1.4692
C -3.9574 -1.5276 -2.0471
C 1.8448 0.7210 4.0121
H 4.6768 1.5517 0.0327
C 4.7821 0.4809 0.2129
C 2.5312 -1.6771 -1.7511
H 1.5333 5.0475 0.2683
H -1.7265 2.8449 -3.3791
H 2.4941 1.5184 1.4290
C -0.7413 2.2998 -1.5885
C -3.2232 -2.4038 -1.1848
C -0.0118 -1.0435 3.5978
C -1.6679 -2.5977 2.3685
C 0.9055 -0.0605 3.1682
H -0.1742 -1.3460 4.6197
N -0.1477 -0.8519 1.3893
C 2.0719 -2.6982 -2.7286
N 1.6462 -0.9833 -0.9389
Ta -0.3046 -0.7561 -0.5944
N 2.3986 -0.1217 -0.1310
C 3.6845 -0.2781 -0.4393
H 1.9236 1.7567 3.6893
N 0.7676 1.8029 -0.0145
B 1.6902 0.8839 0.8381
F -2.4789 -0.0900 -0.6464
H 1.5150 0.6945 5.0477
N 0.8215 0.0509 1.8460
H -1.2580 -3.4716 1.8590
C -4.7835 -0.5657 -0.0112
F -7.1031 -1.1075 -0.2441
H 4.7811 0.3225 1.2919
C -1.8252 2.1034 -2.5894
N -0.2361 1.2721 -0.8274
C -0.0752 3.4474 -1.2520
H 1.6423 -3.5632 -2.2181
F -4.8263 0.2206 1.0060
F -3.5299 -0.7981 -3.0902
H -2.5387 -2.2565 1.8063
H -0.2350 4.4287 -1.6686
H 2.8297 3.9009 -0.0430
H 5.7405 0.1578 -0.1838
H -1.9977 -2.9073 3.3570
Se -1.4015 -2.8322 -1.4040
H 2.9196 -3.0482 -3.3122
C -5.8844 -1.0856 -0.6872
C -5.4306 -1.7289 -1.8378
C -3.5798 -1.0308 -0.6407
H -2.8029 2.2462 -2.1259
C 3.7920 -1.2535 -1.4524
C -0.6398 -1.5342 2.4932
H 4.7080 -1.5989 -1.9036


A 2-piece molecular cluster, C2H3O2S2 overall at a distorted geometry. Source: the Open Molecules 2025 dataset; level of theory: ωB97M-V/def2-TZVPD.

Computed properties:
Charge = -1
E_LUMO (alpha / beta) = 3.01 / 3.01 eV
Kohn-Sham gap (alpha / beta) = 5.7 / 5.7 eV
Total energy = -1024.79110 Ha
Energy relative to the best compared isomer or geometry (same formula, charge and spin) = 89.8 kcal/mol

Geometry (Å):
C 2.0584 0.7313 -0.5830
H 0.9444 -1.2192 -0.8780
S 0.3274 0.9291 0.1147
O -2.7580 -0.9892 0.3064
H 1.8705 0.6185 -1.7615
C 1.3243 -0.5524 -0.1081
H 1.4657 -1.1395 0.8208
O -2.7371 1.1809 1.6650
S -2.4957 0.4405 0.4238


C10H15N5 as an isolated structure at a distorted geometry. Source: the Open Molecules 2025 dataset; level of theory: ωB97M-V/def2-TZVPD.

Computed properties:
E_LUMO = -0.04 eV
Kohn-Sham gap = 9.1 eV
Total energy = -663.53393 Ha
Energy relative to the best compared isomer or geometry (same formula, charge and spin) = 171.8 kcal/mol

Geometry (Å):
H -3.5681 10.8535 -16.4623
H -2.3427 11.9363 -15.8241
H -2.1984 9.9615 -11.7962
C -1.5704 11.1255 -13.8906
N -1.9886 7.6158 -9.6158
H -0.8208 8.4898 -18.2381
H -2.3853 9.0561 -19.1934
C -4.8775 9.2587 -16.1575
C -1.5304 11.9940 -15.0995
N -1.9812 11.1394 -17.0961
N 1.8644 14.3691 -11.8347
C -1.8421 8.8696 -18.2670
C 0.8391 14.5199 -12.3763
C -2.0109 8.8886 -11.8395
N -1.6270 10.4742 -12.9281
H -0.7239 13.7146 -13.3260
H -0.6049 11.9209 -15.6707
H -1.2229 15.2593 -12.4536
H -1.0332 8.8810 -12.3212
H -0.1996 15.3785 -13.8588
H -5.2756 11.3055 -16.0404
H -2.7468 8.4528 -12.5154
C -0.4606 14.7283 -13.0238
H -2.4429 8.1717 -17.6837
C -4.6266 10.6364 -16.6054
C -1.9361 10.1469 -17.6197
H -4.9004 10.6930 -17.6590
N -5.0666 8.1536 -15.8216
H -1.5864 13.0391 -14.7952
C -1.9468 8.2032 -10.5982


An isolated ion of composition O5S2 and charge -2 at a distorted geometry. Source: the Open Molecules 2025 dataset; level of theory: ωB97M-V/def2-TZVPD.

Computed properties:
Charge = -2
E_LUMO = 6.47 eV
SMILES = O=S(=O)=S(=O)([O-])[O-]
Kohn-Sham gap = 6.0 eV
Total energy = -1172.56629 Ha
Energy relative to the best compared isomer or geometry (same formula, charge and spin) = 5.0 kcal/mol

Geometry (Å):
O -0.4268 -0.6856 -1.8403
O -0.8652 -1.5255 1.2703
O 1.6898 -0.1137 -0.8447
O -0.7140 0.8227 2.0713
S 0.2539 0.1784 -0.8322
S -0.0028 -0.3203 1.3724
O 0.0651 1.6440 -1.1967


An isolated ion of composition C6H9INO and charge +1 at a distorted geometry. Source: the Open Molecules 2025 dataset; level of theory: ωB97M-V/def2-TZVPD.

Computed properties:
Charge = +1
E_LUMO (alpha / beta) = -4.94 / -4.94 eV
Kohn-Sham gap (alpha / beta) = 7.1 / 7.1 eV
Total energy = -661.29388 Ha
Energy relative to the best compared isomer or geometry (same formula, charge and spin) = 71.2 kcal/mol

Geometry (Å):
H 1.8879 2.4031 -0.4909
C 0.8521 -0.6922 -0.8660
H 1.1519 2.7530 0.9117
H 2.3781 -0.9518 0.4568
H -0.4714 -1.0109 1.8760
H 0.3728 -2.5993 -0.2751
O 2.1361 -0.6919 -0.4253
C -1.0464 -1.1895 0.9893
N -1.0793 1.0334 0.3217
H -1.4920 -2.1190 1.3901
C 0.8681 2.4888 -0.1357
C 0.0113 1.3677 -0.0746
H 0.6659 -0.4001 -1.8137
C -1.8265 -0.0337 0.5041
C -0.1935 -1.5787 -0.3582
I -3.7870 -0.0422 -0.0473
H -0.8473 -1.8680 -1.0846
H 0.4191 3.1313 -0.8783